No. 1
Density functional theory data (ωB97M-V/def2-TZVPD) for 3 unconnected molecules or ions with the total composition C4H11N3 at a distorted geometry.

```
18
Properties=species:S:1:pos:R:3:forces:R:3:lowdin_charge:R:1
C 0.393875 -0.138734 0.224510 -0.33 1.67 1.79 -0.29
C -0.943565 -0.150291 -0.139713 0.43 -1.80 -1.89 -0.08
C 1.433945 0.641583 -0.510613 -0.02 0.05 0.26 -0.10
N -0.204127 1.124719 1.763959 1.45 -0.03 -0.22 -0.08
N -0.410701 0.547913 2.997404 -0.25 -0.30 0.16 -0.08
C -0.328751 -1.268012 -2.680247 -0.15 0.55 -0.38 -0.21
N -0.472329 -1.688292 -1.515307 -1.13 0.26 0.63 0.02
H -1.052680 1.642660 1.536984 0.02 -0.32 -0.38 0.06
H 0.755759 -1.009041 0.767817 -0.12 0.23 0.19 0.12
H 0.436530 0.115988 3.343706 -0.14 0.06 -0.07 0.07
H -1.207074 -0.084814 3.081640 0.20 -0.01 -0.09 0.07
H -1.329037 0.661268 -0.751778 -0.04 -0.16 0.04 0.09
H -1.638846 -0.740095 0.445741 0.00 0.04 -0.20 0.08
H 1.996769 -0.016782 -1.174062 -0.05 -0.02 -0.05 0.08
H 2.136806 1.072135 0.205135 -0.02 0.00 -0.04 0.07
H 0.997195 1.452491 -1.092989 -0.01 -0.02 -0.01 0.08
H -0.232262 -0.202318 -2.965059 -0.19 -0.13 0.08 0.06
H -0.331507 -1.960378 -3.537128 0.35 -0.07 0.17 0.05
```
Forces are in eV/Å.

## Properties
**M**: 101.2 g mol⁻¹
**HOMO level (spin up / spin down)**: -6.91 / -6.93 eV

=====

No. 2
Density functional theory data (ωB97M-V/def2-TZVPD) for 9 unconnected molecules or ions with the total composition C34H65Br2F3O35S9 at a distorted geometry.

```
148
Properties=species:S:1:pos:R:3:forces:R:3:lowdin_charge:R:1
C 0.106209 -7.049468 -9.545987 -0.44 0.54 -0.18 -0.13
C -1.104217 -6.120397 -9.715523 0.26 0.06 0.51 -0.26
C -1.286973 -5.206822 -8.491775 -0.15 -0.37 -0.34 -0.22
C -2.705441 -4.629583 -8.370340 0.20 0.14 0.30 -0.21
C -3.136497 -4.417791 -6.906605 -0.16 0.41 -0.20 -0.21
C -2.919847 -2.957946 -6.460112 0.13 -0.87 0.22 -0.22
C -2.756984 -2.836297 -4.929548 -0.61 0.75 -0.46 -0.20
C -3.781708 -1.851266 -4.330356 0.29 -0.82 0.27 -0.20
C -3.985529 -2.028075 -2.816529 0.54 0.27 -0.12 -0.21
C -2.690927 -2.334668 -2.046840 -0.79 0.15 0.19 -0.22
C -2.926229 -2.205162 -0.537355 0.41 0.15 -0.48 -0.19
C -1.620766 -2.110555 0.284960 -1.07 0.34 -0.01 -0.19
C -1.527143 -0.742194 0.957422 0.76 -0.15 0.12 -0.16
C -0.257980 -0.671601 1.803162 -0.04 -0.12 -0.04 -0.22
O 0.768611 0.118503 1.113526 -0.19 0.10 0.18 -0.32
S 1.863530 0.567075 2.180619 0.19 -0.24 0.20 0.90
O 2.648688 -0.601075 2.549829 -0.04 0.09 -0.08 -0.38
O 2.711681 1.379235 1.053358 0.03 0.07 0.09 -0.36
C 3.930151 1.910809 1.591001 0.38 -0.29 -0.29 -0.24
C 4.226419 3.303680 1.060485 -0.02 -0.19 0.16 -0.14
C 3.174441 4.388824 1.220877 0.46 0.21 -0.24 -0.83
F 3.777814 5.561770 0.840120 0.06 0.03 0.07 -0.04
Br 1.685634 4.147176 0.019464 -0.16 -0.10 0.16 0.92
C 2.714030 4.609678 2.675272 -0.89 0.81 -0.39 -0.93
F 1.972868 3.584234 3.103039 0.35 -0.29 0.18 0.03
F 3.785031 4.765746 3.461697 0.11 -0.38 0.11 0.07
Br 1.618489 6.215081 2.841241 0.14 -0.08 0.07 0.83
H 0.419293 -7.412924 -10.524604 0.16 -0.22 0.13 0.06
H -0.121291 -7.890581 -8.891583 0.03 -0.04 -0.03 0.08
H 0.924571 -6.494658 -9.089148 0.11 -0.07 -0.12 0.06
H -0.962144 -5.525849 -10.621209 -0.27 0.00 -0.04 0.10
H -2.020669 -6.709370 -9.796864 0.04 -0.02 -0.35 0.10
H -1.067274 -5.833781 -7.621488 -0.05 0.14 0.11 0.11
H -0.541407 -4.407809 -8.514091 0.03 -0.03 0.12 0.11
H -2.736053 -3.651395 -8.859362 -0.11 -0.09 -0.18 0.11
H -3.408166 -5.271134 -8.906209 0.00 -0.08 0.08 0.10
H -2.551779 -5.059173 -6.242622 -0.03 -0.13 -0.10 0.10
H -4.186567 -4.696911 -6.779636 0.02 -0.01 0.09 0.11
H -3.750322 -2.333751 -6.795772 0.07 0.02 -0.13 0.11
H -2.026914 -2.611554 -6.972857 0.01 0.15 0.08 0.08
H -2.913248 -3.810301 -4.461920 0.27 -0.06 0.01 0.10
H -1.756739 -2.451103 -4.726563 0.09 -0.37 0.28 0.10
H -3.446391 -0.836048 -4.542361 -0.29 0.06 -0.09 0.08
H -4.735980 -2.052955 -4.823004 -0.04 0.39 -0.09 0.11
H -4.725478 -2.808473 -2.618697 -0.03 0.04 0.03 0.11
H -4.359289 -1.077271 -2.423154 -0.30 -0.15 0.06 0.11
H -1.939974 -1.610669 -2.379285 0.23 -0.20 0.08 0.12
H -2.372652 -3.356307 -2.256050 0.37 0.15 -0.17 0.11
H -3.507566 -1.288994 -0.390948 -0.08 -0.08 0.18 0.10
H -3.546151 -3.043131 -0.212819 -0.02 0.05 0.11 0.11
H -0.748943 -2.244427 -0.354683 -0.18 -0.15 0.22 0.08
H -1.651319 -2.872311 1.064572 0.34 -0.07 -0.06 0.10
H -1.472743 0.041312 0.198153 -0.10 0.07 0.05 0.13
H -2.389012 -0.538922 1.594074 -0.07 -0.07 -0.07 0.12
H 0.178697 -1.661136 1.946794 -0.11 -0.05 -0.01 0.10
H -0.439491 -0.253435 2.798918 0.03 0.21 -0.08 0.11
H 4.741057 1.266808 1.244369 0.02 -0.01 0.07 0.13
H 3.960841 1.847712 2.681690 -0.25 0.22 0.02 0.12
H 5.121858 3.658425 1.576717 -0.02 0.04 0.02 0.14
H 4.479718 3.253987 0.002001 -0.14 0.03 -0.04 0.13
C 0.136639 -4.044755 3.832371 0.04 0.25 0.24 -0.17
C 0.262580 -5.300138 4.670171 0.19 -0.23 -0.27 -0.16
O -1.086198 -5.605921 5.043456 -0.01 0.26 0.11 -0.19
S -2.088207 -5.175340 3.873120 0.07 -0.05 0.02 0.60
O -2.386865 -6.304690 3.070638 -0.10 0.09 -0.05 -0.21
O -3.110449 -4.371699 4.437617 -0.04 -0.09 0.00 -0.21
O -1.060487 -4.246242 3.069960 0.11 -0.20 0.01 -0.21
H 0.005911 -3.157142 4.454721 0.03 -0.01 0.02 0.14
H 0.980597 -3.897069 3.163454 -0.12 -0.04 -0.16 0.13
H 0.870518 -5.156976 5.558682 -0.18 -0.01 0.13 0.14
H 0.657542 -6.134465 4.087065 0.03 0.03 -0.02 0.14
C 0.900373 6.454382 -3.566108 -0.10 0.35 0.23 -0.15
C 0.063590 5.517116 -2.721472 0.24 -0.26 0.04 -0.21
O -1.157675 5.374171 -3.456066 0.03 0.22 -0.11 -0.17
S -0.856519 5.449615 -5.024281 -0.31 0.60 0.12 0.64
O -0.746260 4.134809 -5.549055 -1.26 1.95 -0.32 -0.24
O -1.725375 6.405914 -5.602843 0.00 -0.13 0.01 -0.19
O 0.619516 6.056710 -4.913390 0.07 -0.29 0.01 -0.18
H 0.591600 7.493226 -3.437922 -0.01 -0.01 0.02 0.14
H 1.964605 6.365635 -3.366062 0.03 -0.10 -0.18 0.14
H -0.139268 5.912456 -1.730504 -0.23 0.02 -0.06 0.12
H 0.529645 4.532881 -2.636523 0.04 0.01 0.01 0.09
C 2.996612 6.108908 6.778867 0.27 -0.34 -0.08 -0.18
C 1.625367 5.486674 6.935086 -0.25 0.35 -0.22 -0.17
O 1.449628 5.386931 8.350260 0.28 -0.18 0.01 -0.18
S 2.179117 6.612528 9.080842 -0.11 -0.01 -0.07 0.61
O 1.234856 7.630771 9.343041 0.96 0.19 0.21 -0.22
O 3.016598 6.076899 10.094063 -0.07 0.01 0.04 -0.22
O 3.079006 7.071564 7.831556 -0.20 0.02 -0.05 -0.18
H 3.786678 5.368098 6.923835 -0.01 -0.02 -0.02 0.13
H 3.129800 6.595417 5.815960 -0.01 0.19 0.09 0.11
H 1.555659 4.504188 6.475647 -0.02 -0.10 0.21 0.13
H 0.843619 6.134721 6.532536 0.01 -0.01 -0.03 0.13
C 0.512027 2.069283 -5.674421 0.65 -0.59 0.77 -0.18
C 0.600286 0.814732 -4.826554 0.40 -0.31 -0.52 -0.15
O -0.765283 0.408011 -4.670191 -0.15 0.19 0.15 -0.19
S -1.597680 0.781121 -5.983308 0.32 0.18 -0.04 0.59
O -1.689151 -0.360787 -6.822611 -0.03 0.32 -0.05 -0.21
O -2.756712 1.493585 -5.585344 -0.14 -0.10 0.03 -0.21
O -0.532879 1.786143 -6.615785 0.07 -0.33 0.00 -0.18
H 0.216754 2.938856 -5.085765 0.71 -1.22 -0.05 0.07
H 1.436092 2.285480 -6.203757 -0.06 -0.11 -0.25 0.14
H 1.048225 0.989645 -3.852288 -0.20 -0.03 0.11 0.13
H 1.141887 0.015995 -5.337159 0.02 -0.07 0.07 0.13
C -3.698436 7.520756 11.465629 -0.19 0.29 0.17 -0.16
C -4.263873 7.471129 10.061557 0.02 -0.38 -0.07 -0.16
O -3.402128 8.329448 9.307057 -0.05 0.16 0.19 -0.19
S -1.908414 8.241783 9.898330 0.01 -0.06 0.05 0.61
O -1.145828 7.327519 9.130628 -0.77 -0.05 -0.11 -0.23
O -1.454948 9.564988 10.132320 0.00 0.00 -0.13 -0.21
O -2.282950 7.541360 11.279510 -0.22 0.49 -0.47 -0.22
H -3.994284 8.433822 11.986328 -0.04 -0.01 -0.01 0.14
H -3.979348 6.655790 12.061366 0.19 -0.07 -0.02 0.13
H -5.287923 7.829599 10.004342 0.07 0.18 -0.10 0.13
H -4.204615 6.463850 9.643078 -0.02 -0.02 0.04 0.13
C -1.029453 3.307128 14.932196 -0.10 0.02 0.36 -0.16
C -2.419938 3.112580 14.363100 0.09 -0.24 -0.29 -0.16
O -2.858644 4.442519 14.056556 0.05 0.04 0.24 -0.19
S -1.605647 5.336319 13.602426 0.08 -0.06 0.02 0.60
O -1.548832 5.379210 12.187493 0.19 -0.55 0.31 -0.20
O -1.615254 6.525626 14.374484 -0.11 0.02 -0.08 -0.20
O -0.463993 4.355793 14.136758 -0.06 -0.12 -0.17 -0.18
H -1.064204 3.640505 15.970912 -0.02 -0.02 0.00 0.13
H -0.414490 2.414803 14.857173 0.12 0.09 -0.15 0.14
H -3.104781 2.648978 15.067154 -0.10 0.19 0.03 0.13
H -2.398345 2.533070 13.438048 0.03 -0.03 0.02 0.13
C 3.609545 -7.983289 -12.243102 0.05 0.38 0.02 -0.16
C 4.986628 -8.380790 -11.752483 0.04 -0.32 -0.21 -0.16
O 4.835580 -8.473573 -10.330511 -0.08 0.24 -0.03 -0.19
S 3.361377 -8.981804 -9.970310 0.03 0.00 0.00 0.60
O 3.385420 -10.381597 -9.741861 -0.10 0.03 0.03 -0.21
O 2.802880 -8.087485 -9.023799 0.25 -0.18 0.08 -0.22
O 2.711155 -8.722900 -11.407798 0.11 -0.18 -0.08 -0.19
H 3.421422 -6.918133 -12.095635 0.03 0.00 0.00 0.14
H 3.442232 -8.241026 -13.285091 -0.13 -0.16 0.06 0.13
H 5.751556 -7.649726 -11.997358 0.01 0.06 0.21 0.13
H 5.281596 -9.360354 -12.133844 -0.01 0.01 -0.04 0.13
C 4.053779 -3.649230 -0.892500 0.27 0.20 -0.14 -0.15
C 3.494237 -2.428433 -0.187824 -0.16 -0.27 0.29 -0.17
O 2.573991 -1.876401 -1.138678 0.21 0.03 -0.21 -0.19
S 1.899134 -3.047914 -1.990624 0.03 0.11 0.08 0.60
O 0.636604 -3.364961 -1.423798 0.21 -0.24 -0.29 -0.22
O 2.033053 -2.727578 -3.365469 -0.10 0.05 0.04 -0.21
O 2.930176 -4.200735 -1.594729 -0.06 0.01 0.20 -0.18
H 4.817726 -3.377879 -1.623297 0.01 0.01 0.01 0.13
H 4.456065 -4.386851 -0.203942 -0.17 -0.13 -0.04 0.14
H 4.253590 -1.694490 0.063542 -0.09 0.14 -0.13 0.13
H 2.940438 -2.695450 0.713672 0.06 0.02 0.03 0.12
```
Forces are in eV/Å.

## Properties
**M**: 1539.3 g mol⁻¹
**HOMO level**: -9.63 eV

=====

No. 3
Density functional theory data (ωB97M-V/def2-TZVPD) for a molecular structure, C17H21Br27FN2O2PS at a distorted geometry.

```
72
Properties=species:S:1:pos:R:3:forces:R:3:lowdin_charge:R:1
C 0.853890 2.691269 -1.564520 -0.95 -0.49 -0.33 -0.11
C 0.700853 1.137145 -1.744526 -0.93 0.13 1.44 -0.38
C 0.329168 0.522020 -0.335918 0.36 -0.04 -0.81 -0.14
C -0.475218 0.761021 -2.738870 1.11 0.11 -0.31 -0.23
C -1.758697 1.644433 -2.551621 -0.45 -0.44 0.57 -0.34
P -3.365446 0.635368 -2.605869 1.29 -0.63 -1.83 1.07
N -3.317143 -0.494395 -1.210751 0.06 0.96 -0.97 -0.15
C -4.431768 -0.707606 -0.810453 -1.36 0.54 2.49 -0.87
S -5.804329 -0.674203 0.020185 0.95 -0.57 -1.12 0.70
C -4.707206 1.935458 -2.320086 -0.20 0.18 1.50 -0.57
O -5.401203 2.178367 -3.242922 -0.30 0.14 -1.12 0.08
N -4.977429 2.648510 -1.057613 1.99 -0.40 -1.09 0.06
C -4.006662 3.579336 -0.722035 -0.13 0.17 -0.29 -0.60
O -3.712750 3.883395 0.365183 0.27 0.47 1.96 0.13
F -3.368108 4.241278 -1.738455 -1.05 -1.08 -0.41 0.09
H 1.887928 3.002798 -1.310242 -0.70 -0.21 -0.22 0.06
H 0.475032 3.211205 -2.477256 0.66 -0.17 0.61 0.04
H 0.155752 2.989732 -0.744875 0.68 0.02 -0.50 0.08
H 1.666824 0.681860 -2.044183 -0.68 0.27 -0.26 0.13
H 0.726255 -0.516042 -0.327647 -0.52 0.55 0.37 0.04
H 0.753205 1.099838 0.510251 -0.11 -0.38 -0.60 0.03
H -0.782208 0.518386 -0.223589 0.78 -0.11 0.08 0.05
H -0.039915 0.914290 -3.757079 -0.71 -0.03 0.53 0.11
H -0.703735 -0.329701 -2.683564 0.19 0.75 0.17 0.05
H -1.778660 2.204813 -1.593757 0.42 -0.13 -0.68 0.06
H -1.839128 2.334634 -3.420333 -0.23 -0.23 0.76 0.09
H -5.180807 2.022254 -0.275228 0.12 0.26 -0.03 0.07
C -2.583523 0.016374 2.835910 -0.10 -0.14 -0.09 -1.61
Br -2.988202 -1.097747 4.360248 0.06 0.18 -0.17 0.55
Br -3.888080 1.417519 2.594679 0.16 -0.05 0.07 0.60
Br -0.795610 0.723484 2.899905 -0.13 -0.02 0.26 0.63
H -2.634937 -0.618903 1.957749 -0.01 0.05 0.09 -0.04
C 0.291506 -4.263428 -0.963356 0.06 -0.06 -0.06 -1.59
Br -0.130358 -5.306057 0.607235 -0.07 0.16 -0.18 0.54
Br -0.991227 -2.848295 -1.246416 0.02 -0.20 0.11 0.61
Br 2.099787 -3.583248 -0.914425 -0.20 -0.06 0.04 0.55
H 0.224999 -4.931146 -1.814678 0.03 0.06 0.10 -0.03
C 4.144965 -4.067831 3.155319 0.06 -0.01 0.06 -1.60
Br 3.386317 -2.322171 2.821853 0.08 -0.19 0.02 0.57
Br 2.963245 -5.483556 2.581689 0.16 0.16 0.08 0.58
Br 5.905625 -4.245448 2.379267 -0.22 0.04 0.06 0.57
H 4.259299 -4.164766 4.230240 -0.03 -0.02 -0.10 -0.05
C -8.365148 5.170586 0.116505 -0.11 0.05 -0.15 -1.62
Br -7.423701 4.272198 -1.311001 -0.46 0.37 0.25 0.66
Br -8.330333 4.138828 1.751390 0.05 0.09 -0.17 0.56
Br -7.708044 6.966669 0.388265 -0.04 -0.22 -0.01 0.57
H -9.402569 5.253675 -0.185126 0.10 0.00 0.08 -0.03
C 3.714634 6.117030 -2.165352 0.00 0.07 -0.01 -1.61
Br 2.439682 5.291164 -3.357746 0.21 0.20 0.07 0.59
Br 2.870840 6.771399 -0.555898 0.08 -0.13 -0.17 0.58
Br 5.193235 4.936079 -1.769943 -0.16 0.07 -0.07 0.56
H 4.123284 6.977003 -2.682484 -0.04 -0.10 0.06 -0.03
C -4.967545 -5.084519 4.729054 -0.02 0.01 -0.05 -1.62
Br -4.128318 -4.598670 3.057673 -0.06 -0.10 0.18 0.54
Br -4.700153 -6.951315 5.147280 0.01 0.22 -0.04 0.57
Br -4.401899 -3.939517 6.181350 -0.04 -0.17 -0.13 0.55
H -6.033596 -4.935995 4.604552 0.12 -0.01 0.02 -0.03
C 6.892428 3.240361 -5.031192 -0.03 0.05 0.00 -1.64
Br 7.608595 2.288726 -3.510142 -0.08 0.07 -0.16 0.55
Br 7.964835 2.969026 -6.615084 -0.12 0.00 0.18 0.57
Br 5.035910 2.804116 -5.337738 0.22 0.01 0.03 0.54
H 6.936047 4.297110 -4.793954 -0.02 -0.12 -0.01 -0.04
C 5.978239 -2.108572 5.945823 0.01 0.02 -0.04 -1.65
Br 4.330383 -1.937311 6.939347 0.18 -0.05 -0.11 0.57
Br 7.129988 -0.578579 6.193846 -0.14 -0.19 0.00 0.58
Br 6.889055 -3.765194 6.350240 -0.13 0.18 -0.03 0.56
H 5.713129 -2.139136 4.893927 0.05 0.04 0.10 -0.08
C 4.262154 -7.323385 -0.659965 0.01 0.05 0.07 -1.63
Br 2.643542 -7.607572 -1.678556 0.17 0.02 0.08 0.56
Br 5.274388 -8.955149 -0.452467 -0.12 0.18 -0.06 0.57
Br 5.337011 -5.903022 -1.404460 -0.10 -0.17 0.04 0.54
H 3.961658 -7.006259 0.332443 0.03 -0.01 -0.11 -0.10
```
Forces are in eV/Å.

## Properties
**M**: 2524.8 g mol⁻¹
**HOMO level**: -9.20 eV